No. 1
{
  "formula": "C44H60ClN10O4PbS2Te",
  "method": "ωB97M-V/def2-TZVPD",
  "multiplicity": 2,
  "e_homo_ev": [-1.61, -2.50],
  "lumo_ev": [3.901, 3.896],
  "orbital_gap_ha": [0.202, 0.235],
  "charge": -2,
  "species": ["Pb", "O", "C", "C", "C", "C", "C", "C", "C", "O", "N", "N", "C", "S", "C", "C", "S", "H", "H", "H", "H", "H", "H", "H", "H", "H", "C", "N", "C", "C", "N", "C", "C", "N", "C", "C", "N", "C", "N", "C", "C", "C", "N", "C", "H", "H", "H", "H", "H", "H", "H", "H", "H", "H", "H", "H", "H", "H", "H", "H", "H", "H", "H", "H", "H", "H", "H", "H", "O", "C", "N", "Cl", "C", "H", "H", "C", "C", "O", "N", "Te", "C", "C", "C", "C", "C", "C", "C", "C", "C", "C", "C", "C", "C", "C", "C", "C", "C", "C", "H", "H", "H", "H", "H", "H", "H", "H", "H", "H", "H", "H", "H", "H", "H", "H", "H", "H", "H", "H", "H", "H", "H", "H", "H"],
  "coordinates": [[-0.5996, 0.2918, 0.7997], [3.1959, -2.2058, 2.2424], [2.9227, -3.4457, 2.6627], [3.8499, -4.1067, 3.4730], [3.5938, -5.3905, 3.9207], [2.4097, -6.0325, 3.5730], [1.4902, -5.3711, 2.7741], [1.7246, -4.0844, 2.3052], [0.7322, -3.3641, 1.4425], [1.0326, -2.1808, 1.0544], [-0.3791, -4.0302, 1.2094], [-1.2195, -3.3479, 0.3432], [-2.3861, -3.8223, 0.2809], [-3.5384, -3.1449, -0.8764], [-4.8666, -4.3096, -0.4930], [-4.7451, -4.6776, 0.9739], [-3.0197, -5.1390, 1.3005], [2.3595, -1.9635, 1.6819], [4.7589, -3.5837, 3.7446], [4.3201, -5.8914, 4.5512], [2.2054, -7.0360, 3.9248], [0.5557, -5.8385, 2.4893], [-4.7693, -5.1959, -1.1231], [-5.8107, -3.8100, -0.7112], [-5.3878, -5.5174, 1.2418], [-5.0056, -3.8171, 1.5962], [3.4694, -1.5529, -1.8148], [4.5763, -1.1204, -0.9893], [5.3648, -2.1575, -0.3586], [6.0838, -1.4044, 0.7619], [5.3743, -0.1354, 0.8632], [5.2740, 0.4355, 2.1901], [4.3247, -0.1051, -0.0576], [3.3269, 0.6481, -0.2004], [2.8985, 1.6996, 0.6721], [2.3004, 2.8643, -0.1100], [1.2774, 2.4165, -1.0267], [1.0354, 3.0573, -2.0802], [0.0660, 2.6147, -3.0246], [-1.3009, 2.8314, -2.5407], [0.3802, 3.2936, -4.2689], [1.1383, 4.5682, -3.8679], [1.6318, 4.2598, -2.5401], [1.7369, 5.3875, -1.6236], [2.7653, -2.1809, -1.2522], [3.8584, -2.1146, -2.6674], [2.9282, -0.6791, -2.1680], [6.0650, -2.6092, -1.0674], [4.7216, -2.9508, 0.0456], [7.1410, -1.2336, 0.5246], [6.0262, -1.9533, 1.7038], [6.2124, 0.2322, 2.7097], [4.4541, 0.0026, 2.7680], [5.1632, 1.5182, 2.1519], [3.6790, 2.1228, 1.3192], [2.1164, 1.3087, 1.3365], [3.1048, 3.4058, -0.6266], [1.8583, 3.5410, 0.6309], [-1.4659, 2.2583, -1.6320], [-2.0017, 2.4730, -3.2941], [-1.5070, 3.8913, -2.3293], [-0.5316, 3.5132, -4.8240], [1.0131, 2.6554, -4.8920], [0.4800, 5.4468, -3.8372], [1.9522, 4.7853, -4.5664], [1.0961, 6.2029, -1.9761], [2.7620, 5.7631, -1.5503], [1.3804, 5.1192, -0.6341], [-0.8515, 4.9061, 0.5542], [-0.9757, 3.7256, 0.7563], [-1.0862, 2.5659, 0.9431], [0.1355, 1.8899, 4.0042], [0.0912, 0.3137, 3.0986], [-0.4581, -0.3878, 3.7281], [1.1309, -0.0213, 3.0831], [-3.1004, -0.2554, -3.3755], [-3.8765, -0.1804, -2.0578], [-5.0575, -0.5971, -2.0485], [-3.1518, 0.2869, -1.0555], [-3.7862, -0.1848, 0.9022], [-5.0900, -1.0874, 2.5579], [-6.4679, -0.8580, 2.5504], [-7.1176, 0.0494, 1.5397], [-7.2711, -1.4900, 3.5000], [-6.7407, -2.3629, 4.4390], [-7.6194, -3.0345, 5.4628], [-5.3749, -2.6060, 4.4083], [-4.5380, -1.9879, 3.4788], [-3.0642, -2.3018, 3.5568], [-4.2595, 1.8078, 1.5022], [-3.8703, 2.2596, 2.7715], [-3.3393, 1.3609, 3.8516], [-3.9733, 3.6168, 3.0654], [-4.4381, 4.5352, 2.1393], [-4.4590, 6.0095, 2.4398], [-4.8685, 4.0556, 0.9132], [-4.8047, 2.7061, 0.5783], [-5.3612, 2.3103, -0.7631], [-3.7279, 0.1089, -4.1915], [-2.8861, -1.3115, -3.5567], [-2.1568, 0.2830, -3.3393], [-6.7338, -0.1401, 0.5344], [-6.9147, 1.0990, 1.7644], [-8.1992, -0.0987, 1.5316], [-8.3424, -1.3040, 3.4935], [-8.6702, -2.7963, 5.2926], [-7.3640, -2.7131, 6.4756], [-7.5104, -4.1208, 5.4304], [-4.9408, -3.3006, 5.1237], [-2.5937, -1.7183, 4.3535], [-2.5297, -2.0829, 2.6342], [-2.8990, -3.3573, 3.7814], [-2.6931, 0.5805, 3.4523], [-4.1588, 0.8663, 4.3785], [-2.7509, 1.9393, 4.5636], [-3.6262, 3.9632, 4.0339], [-4.0553, 6.2114, 3.4322], [-5.4746, 6.4118, 2.3976], [-3.8537, 6.5561, 1.7143], [-5.2593, 4.7516, 0.1749], [-4.7086, 2.6611, -1.5660], [-5.4796, 1.2376, -0.9016], [-6.3390, 2.7842, -0.8933]]
}

***

No. 2
{
  "formula": "C44H60N4O7P3Rb",
  "method": "ωB97M-V/def2-TZVPD",
  "multiplicity": 1,
  "e_homo_ev": -4.83,
  "lumo_ev": 0.241,
  "orbital_gap_ha": 0.186,
  "charge": 0,
  "species": ["Rb", "N", "C", "C", "C", "C", "C", "C", "P", "C", "C", "C", "C", "C", "C", "C", "C", "C", "C", "C", "C", "H", "H", "H", "H", "H", "H", "H", "H", "H", "H", "H", "H", "H", "H", "H", "H", "N", "C", "O", "C", "C", "H", "H", "H", "H", "H", "H", "C", "C", "C", "C", "N", "C", "C", "C", "C", "C", "C", "N", "H", "H", "H", "H", "H", "H", "H", "H", "C", "C", "C", "O", "P", "O", "C", "P", "O", "O", "C", "C", "C", "O", "C", "C", "C", "O", "C", "C", "C", "H", "H", "H", "H", "H", "H", "H", "H", "H", "H", "H", "H", "H", "H", "H", "H", "H", "H", "H", "H", "H", "H", "H", "H", "H", "H", "H", "H", "H", "H"],
  "coordinates": [[-0.2753, 0.2341, -0.2091], [0.7428, -0.5680, 2.9555], [1.5171, 0.0735, 3.9291], [1.7748, -0.5588, 5.1480], [2.4962, 0.0856, 6.1365], [2.9745, 1.3756, 5.9363], [2.7252, 2.0067, 4.7272], [2.0033, 1.3782, 3.7146], [1.7313, 2.0744, 2.0424], [2.9986, 3.3814, 1.9251], [4.2440, 3.0092, 1.4207], [5.2677, 3.9373, 1.3092], [5.0502, 5.2569, 1.6842], [3.8085, 5.6400, 2.1711], [2.7873, 4.7062, 2.2929], [0.1714, 3.0171, 2.2634], [-0.4233, 3.2443, 3.5032], [-1.6227, 3.9414, 3.5914], [-2.2413, 4.4127, 2.4413], [-1.6590, 4.1782, 1.2007], [-0.4621, 3.4808, 1.1075], [0.9444, -1.5513, 2.8166], [0.8380, -0.1024, 2.0597], [1.3977, -1.5629, 5.3102], [2.6885, -0.4235, 7.0734], [3.5397, 1.8781, 6.7104], [3.1099, 3.0050, 4.5520], [4.4042, 1.9830, 1.1071], [6.2311, 3.6357, 0.9166], [5.8448, 5.9860, 1.5873], [3.6320, 6.6699, 2.4565], [1.8181, 5.0119, 2.6697], [0.0526, 2.8757, 4.4044], [-2.0751, 4.1149, 4.5612], [-3.1752, 4.9589, 2.5116], [-2.1400, 4.5367, 0.2971], [-0.0090, 3.2653, 0.1384], [-0.4046, 2.4113, -4.6168], [-0.0904, 1.9808, -3.3591], [-0.9767, 1.5201, -2.6435], [1.3764, 2.0478, -2.9857], [1.6115, 2.5008, -1.5445], [-1.3718, 2.4343, -4.8865], [0.2722, 2.9012, -5.1705], [1.8748, 2.6367, -3.7823], [1.7467, 1.0196, -3.1209], [1.3712, 3.5776, -1.4925], [2.6967, 2.4493, -1.3524], [3.9680, -0.9773, -1.4181], [4.1315, -2.3367, -1.6093], [3.1944, -3.2098, -1.0753], [2.1368, -2.6816, -0.3502], [1.9907, -1.3765, -0.1418], [2.8796, -0.5362, -0.6777], [1.0427, -3.5435, 0.2024], [0.5685, -4.6384, -0.5123], [-0.4817, -5.3764, 0.0045], [-1.0242, -5.0046, 1.2226], [-0.4813, -3.9035, 1.8671], [0.5254, -3.1850, 1.3751], [4.6603, -0.2606, -1.8388], [4.9723, -2.7173, -2.1746], [3.2896, -4.2796, -1.2037], [2.6809, 0.5303, -0.5438], [0.9925, -4.8729, -1.4786], [-0.8757, -6.2242, -0.5415], [-1.8427, -5.5528, 1.6710], [-0.8731, -3.5768, 2.8262], [-6.5379, 1.8572, 0.4231], [-5.3277, 1.0936, -0.0715], [-4.1711, 2.0174, -0.4057], [-5.0304, 0.1242, 0.9811], [-3.6667, -0.5494, 1.4022], [-2.4768, 0.3018, 1.2903], [-3.5680, -2.1254, 0.5239], [-3.0120, -2.1628, -1.1868], [-1.5704, -1.9441, -1.3553], [-3.4127, -3.5884, -1.7514], [-4.5915, -4.4177, -1.6144], [-4.4513, -5.3055, -0.3887], [-5.9032, -3.6543, -1.6590], [-3.9491, -1.0867, -1.8608], [-3.8394, -0.4877, -3.1991], [-5.1578, -0.7179, -3.9080], [-2.6609, -0.9890, -4.0107], [-3.9988, -1.1282, 2.8310], [-3.9776, -0.3959, 4.0983], [-2.7023, 0.4002, 4.2875], [-5.2303, 0.4468, 4.2218], [-6.9039, 2.5195, -0.3633], [-6.2691, 2.4653, 1.2899], [-7.3387, 1.1746, 0.7090], [-5.5972, 0.5029, -0.9468], [-3.8010, 2.5185, 0.4907], [-4.5335, 2.7746, -1.1049], [-3.3337, 1.4992, -0.8695], [-4.5478, -2.5902, 0.6165], [-2.8533, -2.7518, 1.0662], [-4.5367, -5.0523, -2.4990], [-4.5996, -4.7537, 0.5408], [-3.4592, -5.7615, -0.3672], [-5.1989, -6.0989, -0.4322], [-5.9995, -2.9375, -0.8428], [-6.7220, -4.3707, -1.5735], [-6.0170, -3.1158, -2.5957], [-3.7064, 0.5758, -2.9993], [-5.2644, -1.7679, -4.1864], [-5.1863, -0.1223, -4.8219], [-6.0021, -0.4282, -3.2801], [-2.7367, -2.0655, -4.1854], [-1.7158, -0.7617, -3.5269], [-2.6835, -0.4832, -4.9785], [-4.0070, -1.2046, 4.8277], [-2.6615, 1.2595, 3.6190], [-1.8147, -0.2068, 4.1038], [-2.6791, 0.7594, 5.3192], [-5.2094, 1.2728, 3.5086], [-5.2892, 0.8631, 5.2290], [-6.1234, -0.1502, 4.0355]]
}

***

Q: Look up the multiplicity of the first one.
A: 2